[1]
Computed, not measured: a structure of composition C5H20FN10O5Tl at a distorted geometry, with wB97M-V/def2-TZVPD.

```
42
Properties=species:S:1:pos:R:3:forces:R:3
Tl -0.3075 1.8663 -3.3156 -0.12 -0.81 0.77
F -0.1300 0.1152 -0.9155 0.08 -0.01 -0.19
C -0.8834 -0.4372 2.8143 -1.06 0.08 0.85
O -0.9467 0.1211 3.8693 0.66 1.99 3.04
N 0.1303 -0.3111 1.9929 2.71 1.16 -1.47
N -1.8616 -1.1855 2.3966 -2.01 -1.99 -1.87
H 0.9734 -0.0301 2.4727 0.14 -0.40 -0.49
H 0.1008 -0.6956 1.0595 0.46 0.14 0.04
H -2.5864 -1.4704 3.0396 0.16 0.09 -0.34
H -1.6891 -1.6378 1.5102 -0.70 -0.56 0.32
C 1.1006 3.6753 1.8663 1.08 -6.17 -2.30
O 1.1876 4.8745 1.8309 0.12 5.74 0.13
N 0.6137 3.0111 2.8374 -1.54 0.23 3.98
N 1.5458 2.9317 0.8636 0.78 1.22 -1.23
H 0.3337 2.0417 2.7921 -0.38 -0.40 -0.10
H 0.4088 3.5285 3.6803 -0.34 -0.31 0.22
H 2.0390 3.4308 0.1371 -0.08 -0.64 -0.36
H 1.4013 1.9321 0.8544 -0.09 -0.06 -0.34
C -3.4936 0.1495 -2.0114 0.29 -1.82 1.84
O -2.9650 0.7685 -2.8130 5.57 6.27 -7.12
N -2.9424 -0.3761 -0.9949 2.39 -1.77 4.88
N -4.6674 -0.2396 -2.1332 -9.33 -2.39 -0.63
H -3.6126 -0.8795 -0.4314 1.48 -0.32 0.59
H -1.9337 -0.4265 -0.9929 0.37 0.24 0.85
H -5.2847 -0.0199 -2.9018 0.36 0.23 0.24
H -5.0520 -0.7726 -1.3663 -0.56 0.08 -0.71
C 3.3499 0.8024 -1.5982 -1.54 -0.61 -2.24
O 2.4745 1.1594 -2.3543 -1.83 2.34 -2.02
N 4.5938 0.7664 -1.9194 3.44 0.80 -0.97
N 3.0119 0.2111 -0.5185 -1.02 -1.71 4.99
H 4.7580 1.2278 -2.8027 0.88 -0.47 0.16
H 5.2205 0.1839 -1.3827 0.39 0.47 -0.69
H 3.7161 -0.2506 0.0391 -0.62 -0.09 0.21
H 2.0152 0.0607 -0.4555 -0.23 -0.46 0.25
C 0.0096 -3.4886 -0.4195 2.14 -4.10 1.10
O 0.3093 -4.6126 -0.0817 0.42 -1.37 0.84
N 0.7488 -2.4436 -0.2245 2.58 3.35 1.16
N -1.0473 -3.2265 -1.0882 -4.81 1.69 -2.71
H 1.6701 -2.5242 0.1814 -0.40 -0.15 -0.17
H 0.3958 -1.5736 -0.5965 0.66 0.71 -0.15
H -1.6478 -3.9596 -1.4375 0.28 0.24 0.10
H -1.0574 -2.2967 -1.4824 -0.75 -0.41 -0.46
```
Positions in Å, forces in eV/Å.

Molecular weight ... 523.66 g mol⁻¹
Multiplicity ... 2
E ... -1398.41052 Eh
HOMO-LUMO gap (spin up / spin down) ... 0.3027 / 0.0897 Eh
Charge ... +1

[2]
Computed, not measured: a cluster of 6 separate species, C47H55F8NO20 in total at a distorted geometry, with wB97M-V/def2-TZVPD.

```
131
Properties=species:S:1:pos:R:3:forces:R:3
C 2.7674 -0.4596 2.5442 0.01 -0.26 -0.15
O 4.1331 -0.0528 2.0779 -2.36 0.30 -0.83
C 4.0067 0.5048 0.6908 0.87 0.16 0.02
C 5.3889 0.1617 -0.1794 -0.50 1.16 -0.79
C 5.0773 -0.8608 -1.4226 -0.21 -1.05 0.58
C 5.3565 -2.4606 -1.0634 -1.15 0.44 -0.21
C 4.2754 -3.3090 -2.0018 0.69 -0.26 1.17
C 2.9207 -3.5302 -1.0461 1.29 -0.50 -0.96
C 1.7366 -4.0316 -2.0631 -0.85 0.61 -0.12
C 0.2105 -3.8828 -1.4830 -3.47 0.10 1.35
C -0.6256 -5.1895 -0.8578 -1.99 2.42 0.33
O -0.0490 -6.5514 -0.7401 -0.25 3.78 0.56
C 1.1095 -6.5752 0.1663 1.42 -0.48 0.56
C 0.8480 -7.3007 1.6129 0.77 0.01 0.85
N -0.5477 -7.1356 2.1725 0.82 -0.71 0.89
C -0.5773 -6.3244 3.4513 -1.49 0.25 0.83
C -0.7736 -4.7059 3.1807 0.92 1.37 0.58
C -0.4151 -3.7848 4.5254 -0.88 -0.84 -0.72
O -2.1789 -4.3381 2.8307 1.77 0.65 -0.33
C -2.1995 -5.0394 -0.3140 0.39 2.20 -0.52
C -3.0588 -6.3485 0.2659 0.97 0.07 -0.82
C -3.0331 -3.6075 -0.3336 5.03 -0.23 -1.77
C -2.1903 -2.3026 -0.9314 0.29 -2.53 0.43
C -0.6328 -2.4385 -1.4956 -1.44 -1.36 0.81
C 0.0303 -1.0153 -2.0641 3.79 0.56 0.37
O 1.3444 -0.7629 -2.0634 -7.78 -1.55 -0.26
C -1.0409 0.1473 -2.6100 -2.58 2.79 -1.28
C -0.6318 1.3036 -3.7302 -3.86 0.05 1.56
C -1.7523 2.4349 -4.2255 -1.04 -2.67 2.48
C -3.3213 2.4682 -3.6721 2.22 -2.90 1.89
C -4.4621 3.5506 -4.1826 0.03 -0.09 -0.76
C -5.9464 3.3310 -3.5174 -0.34 -0.39 0.38
C -7.1600 4.1593 -4.2712 -3.74 -0.38 0.55
F -6.8829 5.3502 -5.1509 -0.82 -4.16 2.32
C -8.6012 3.7397 -4.0717 2.96 1.44 -1.00
F -8.9975 3.0748 -2.7781 1.02 1.76 -4.93
F -9.6431 3.9869 -5.1067 3.15 -0.75 4.34
C -3.7208 1.3330 -2.5462 3.69 -0.07 -1.19
C -2.6051 0.2413 -2.0437 0.71 1.29 -1.46
C -3.0294 -0.8598 -0.8985 -2.27 -0.09 2.89
O -3.9750 -0.6796 0.0356 5.47 -0.86 -5.88
H 2.5497 -1.5224 2.0514 0.20 2.22 1.19
H 1.9329 0.3160 2.2218 1.78 -1.53 0.54
H 2.7466 -0.5213 3.7198 0.29 -0.01 -2.40
H 3.9077 1.6854 0.7651 -0.05 -2.56 -0.15
H 3.0458 0.0261 0.2137 1.93 1.00 0.59
H 5.7128 1.1975 -0.6765 -0.61 -2.17 1.18
H 6.2693 -0.1748 0.5220 -1.94 0.48 -1.40
H 3.9235 -0.7920 -1.6623 2.31 0.00 0.40
H 5.6558 -0.6276 -2.4130 -0.97 -0.18 1.98
H 6.4652 -2.7931 -1.2357 -2.11 0.77 0.23
H 5.0862 -2.6777 0.0771 0.68 0.50 -2.45
H 4.0209 -2.7749 -3.0162 0.47 -0.79 2.09
H 4.7902 -4.3280 -2.2755 -1.31 1.71 0.53
H 3.2562 -4.3555 -0.2516 -1.03 1.80 -1.69
H 2.6959 -2.5209 -0.4838 0.17 -2.04 -1.30
H 1.8158 -3.3618 -3.0472 -0.33 -1.36 2.25
H 1.8935 -5.1386 -2.4107 -0.31 2.04 0.89
H 1.9461 -7.2251 -0.3841 -1.71 1.62 1.12
H 1.5105 -5.4914 0.3924 -0.91 -2.17 -0.72
H 1.1920 -8.4385 1.6136 -0.89 2.35 -0.29
H 1.5791 -6.7637 2.3891 -1.28 -1.13 -1.80
H -1.0138 -8.0837 2.3035 1.00 1.90 -0.09
H 0.3441 -6.5545 4.1744 -1.71 0.82 -1.64
H -1.5384 -6.6591 4.0744 1.96 0.77 -1.37
H -0.0657 -4.3154 2.3209 -1.30 -1.09 1.45
H -0.9036 -2.7186 4.3107 1.25 -2.31 0.69
H 0.7411 -3.7072 4.6939 -2.28 -0.15 -0.16
H -0.9895 -4.3192 5.4228 1.43 1.43 -1.73
H -2.1571 -3.3897 2.4620 0.12 -2.23 0.78
H -4.0506 -6.4167 -0.3684 2.05 0.08 1.26
H -2.3866 -7.3250 0.1257 -1.64 2.31 0.20
H -3.3211 -6.2570 1.4028 0.68 0.20 -2.25
H -4.1556 -3.5285 0.0525 2.86 -0.12 -0.94
H 0.4379 1.3530 -4.2068 -2.33 -0.22 1.15
H -1.3978 3.2360 -5.0027 -0.83 -1.74 1.62
H -4.5975 3.3883 -5.3574 0.43 0.44 2.55
H -4.1251 4.6673 -3.9949 -0.49 -2.46 -0.38
H -5.9568 3.5814 -2.3583 0.09 -0.29 -2.48
H -6.2422 2.1781 -3.5963 0.54 2.63 0.01
H -4.8005 1.2486 -2.0451 2.75 0.26 -1.26
O 6.2969 -3.7942 2.2972 2.07 1.88 0.52
C 7.1605 -2.9633 2.5247 -2.13 -2.28 -0.35
O 7.8385 -2.8660 3.7089 -0.70 -0.16 -0.87
C 8.8303 -1.8766 3.5210 0.76 0.13 1.01
C 8.2724 -1.0683 2.3998 0.17 0.57 -0.43
F 9.2626 -0.5571 1.6344 0.16 0.28 -0.24
O 7.5620 -2.0142 1.6333 -0.29 -0.44 0.78
H 9.7796 -2.3586 3.2643 -0.09 0.17 -0.20
H 8.9715 -1.2855 4.4298 -0.20 -0.21 -0.07
H 7.5952 -0.2681 2.7170 0.22 -0.14 -0.25
O 3.0752 3.8096 -0.1461 -1.90 1.05 -1.79
C 2.2412 4.2186 -0.9366 1.58 -1.30 2.31
O 0.9435 3.7873 -0.9744 1.46 0.12 0.12
C 0.2829 4.5922 -1.9302 -0.70 -0.20 -0.10
C 1.4063 5.0604 -2.7907 0.09 0.26 -0.18
F 1.1538 6.2930 -3.2852 -0.03 0.41 -0.39
O 2.4903 5.1550 -1.8946 -0.17 -0.73 0.18
H -0.2307 5.4139 -1.4199 0.67 -0.25 -0.19
H -0.4550 4.0108 -2.4896 0.25 -0.04 0.33
H 1.6619 4.3762 -3.6068 0.05 0.23 -0.08
O -10.9799 4.1034 3.1698 -0.44 -0.50 -2.94
C -11.1535 3.9200 1.9765 0.69 0.20 3.35
O -10.2697 3.2630 1.1648 -0.53 0.60 0.75
C -10.8954 3.1494 -0.0976 0.74 -0.68 -0.88
C -11.8822 4.2662 -0.0710 -0.73 0.07 -0.35
F -12.9839 3.9535 -0.7893 -0.20 0.17 -0.20
O -12.2473 4.3511 1.2878 0.87 -0.03 0.09
H -11.3706 2.1661 -0.1798 -0.19 0.23 -0.03
H -10.1680 3.2563 -0.9068 -0.06 -0.01 0.34
H -11.4799 5.2286 -0.4049 -0.20 -0.05 -0.06
O 6.6108 -0.6029 7.6855 0.16 2.27 -2.09
C 6.6448 0.2918 6.8571 0.00 -2.31 2.71
O 6.5684 1.6231 7.1623 -0.07 -1.08 -0.13
C 6.7757 2.3228 5.9517 0.07 1.28 0.17
C 6.3897 1.3137 4.9249 -0.10 -0.04 -0.69
F 7.1130 1.4753 3.7942 0.03 0.10 -0.30
O 6.7557 0.0869 5.5146 -0.30 0.31 0.59
H 7.8275 2.6196 5.8797 -0.08 -0.15 -0.21
H 6.1539 3.2210 5.9066 0.04 -0.20 0.17
H 5.3210 1.3030 4.6857 0.17 -0.05 -0.22
O -2.1221 5.3912 -1.8954 -1.27 2.91 -1.24
C -2.2093 6.5085 -2.3769 0.27 -2.35 1.40
O -1.7159 7.6392 -1.7857 -0.47 -1.25 -0.27
C -1.9014 8.6887 -2.7142 0.56 1.19 0.32
C -3.0179 8.1788 -3.5597 -0.26 0.36 -0.90
F -2.9065 8.6301 -4.8292 -0.20 0.04 -0.12
O -2.8166 6.7837 -3.5652 0.18 -0.07 0.92
H -0.9762 8.8400 -3.2804 -0.23 -0.08 -0.15
H -2.1577 9.6218 -2.2052 0.06 -0.27 0.09
H -4.0159 8.4052 -3.1696 0.04 -0.01 -0.21
```
Positions in Å, forces in eV/Å.

Molecular weight ... 1105.93 g mol⁻¹
SMILES ... COCCCCCCCc1c(OCCNC[C@H](C)O)c(C)cc2c1C(=O)c1ccc(CCC(F)=C(F)F)cc1C2=O.O=C1OC[C@@H](F)O1.O=C1OC[C@@H](F)O1.O=C1OC[C@@H](F)O1.O=C1OC[C@@H](F)O1.O=C1OC[C@@H](F)O1
E ... -4181.34655 Eh
HOMO-LUMO gap ... 0.2433 Eh

[3]
Computed, not measured: a structure of composition C2H9O at a distorted geometry, with wB97M-V/def2-TZVPD.

```
12
Properties=species:S:1:pos:R:3:forces:R:3
O -2.1791 -0.5667 1.0715 -1.24 1.66 0.97
H -2.9186 -0.6323 1.7261 1.00 0.02 -0.89
H -1.2605 -3.6843 0.6484 1.58 -1.81 0.69
H -1.8786 -1.4389 0.9311 0.38 -1.61 -0.13
C 2.1333 1.4927 -1.0310 -0.58 0.09 2.62
C 0.7452 1.5781 -0.6251 -1.06 -1.11 -3.29
H 2.5890 1.4103 -2.0151 -0.76 0.15 -0.34
H 2.9166 1.3555 -0.2208 -1.05 0.32 -0.82
H -0.7281 -4.2754 0.8868 -1.58 1.80 -0.70
H -0.0482 1.2455 -1.4496 1.90 0.56 1.30
H 0.5146 1.1117 0.3138 0.58 -1.15 0.99
H 0.1144 2.4038 -0.2360 0.84 1.09 -0.40
```
Positions in Å, forces in eV/Å.

Relative energy (zero: lowest compared OMol25 entry of this formula, charge and spin) ... 58.9 kcal per mole
Molecular weight ... 49.09 g mol⁻¹
E ... -156.39226 Eh
HOMO-LUMO gap ... 0.2417 Eh
Charge ... +1

[4]
Computed, not measured: an isolated molecule of C3H5N5 at a distorted geometry, with wB97M-V/def2-TZVPD.

```
13
Properties=species:S:1:pos:R:3:forces:R:3
H -1.7415 0.1040 2.5376 1.38 -1.03 -4.57
N -1.6306 -0.3453 1.4100 0.20 1.78 4.56
C -0.7016 -0.1663 0.5173 -1.32 1.18 4.24
C -1.0686 -0.9548 -0.5675 0.80 0.85 -1.42
N -0.4777 -0.7827 -1.6407 3.16 -1.30 -5.46
C 0.8569 -0.1593 -1.7446 -5.18 0.98 5.97
N 1.1779 0.5084 -0.6746 3.46 -0.03 -3.82
N 0.4367 0.6947 0.3471 -0.97 -2.11 3.99
N 1.3023 0.9353 1.5982 -2.59 0.36 -0.90
H -1.9433 -1.5408 -0.4893 -0.85 -0.63 0.05
H 1.4169 -0.0112 -2.5880 1.01 -0.38 -2.09
H 1.0906 0.0563 2.3116 0.06 3.75 -1.89
H 0.9965 2.0009 1.7163 0.82 -3.42 1.34
```
Positions in Å, forces in eV/Å.

Relative energy (zero: lowest compared OMol25 entry of this formula, charge and spin) ... 142.9 kcal per mole
Molecular weight ... 111.11 g mol⁻¹
SMILES ... [H]/N=c1/cncnn1N
E ... -390.89067 Eh
HOMO-LUMO gap ... 0.3298 Eh

[5]
Computed, not measured: an isolated molecule of C5H9NO, with wB97M-V/def2-TZVPD.

```
16
Properties=species:S:1:pos:R:3:forces:R:3
C 2.1297 0.2234 -0.4606 0.14 -0.06 -0.05
N 0.7884 0.6426 -0.8349 0.00 -0.31 0.08
O 0.6513 2.0309 -0.5814 -0.08 0.23 -0.17
C -0.1971 -0.0648 -0.1471 0.01 -0.08 0.02
C -0.2483 -1.2933 0.3857 0.17 -0.05 0.01
C -1.6617 -1.1097 0.8902 -0.17 -0.11 0.10
C -1.6186 0.2935 0.2015 -0.09 0.17 -0.02
H 2.1952 -0.8574 -0.6124 0.02 0.17 -0.01
H 2.3398 0.4482 0.5944 -0.02 -0.01 -0.15
H 2.8656 0.7145 -1.1000 -0.11 -0.03 0.07
H 0.5205 2.4040 -1.4635 0.02 -0.02 0.19
H 0.4521 -2.1201 0.4384 -0.10 0.13 0.05
H -2.4239 -1.7974 0.5075 0.10 0.12 0.01
H -1.7468 -1.0575 1.9816 -0.04 -0.01 -0.16
H -1.7529 1.1589 0.8575 0.05 -0.14 -0.08
H -2.2933 0.3841 -0.6570 0.12 0.01 0.11
```
Positions in Å, forces in eV/Å.

Relative energy (zero: lowest compared OMol25 entry of this formula, charge and spin) ... 87.3 kcal per mole
Molecular weight ... 99.13 g mol⁻¹
SMILES ... CN(O)C1=CCC1
E ... -325.79848 Eh
HOMO-LUMO gap ... 0.3347 Eh

[6]
Computed, not measured: a structure of composition C35H48O2P4Pt at a distorted geometry, with wB97M-V/def2-TZVPD.

```
90
Properties=species:S:1:pos:R:3:forces:R:3
P -0.0196 -0.4583 -3.8037 -0.47 -2.00 0.78
C -0.2739 -2.2254 -3.6377 -0.08 -0.44 -0.55
H -0.4878 -2.6492 -4.6314 0.03 0.00 0.24
H -1.1196 -2.4360 -2.9674 0.17 0.21 -0.09
H 0.6276 -2.7053 -3.2308 -0.15 0.16 -0.12
C -1.6011 0.3637 -3.9620 -0.12 0.47 0.23
H -1.4923 1.4448 -3.7994 -0.11 -0.23 -0.23
H -2.3252 -0.0451 -3.2415 0.31 -0.01 -0.18
H -1.9801 0.1890 -4.9814 0.18 0.04 0.23
C 1.0901 -0.0627 -5.1456 0.51 0.31 0.14
H 0.5829 -0.2580 -6.1044 0.02 0.01 0.35
H 1.9890 -0.6942 -5.0857 -0.24 0.15 -0.01
H 1.3883 0.9949 -5.1036 -0.08 -0.32 -0.13
P 3.7196 2.1430 0.0847 -1.33 1.46 -1.06
C 3.7608 0.4322 0.6347 -0.20 -0.17 0.00
H 4.7994 0.1042 0.7786 -0.17 0.16 -0.07
H 3.2694 -0.1938 -0.1135 0.19 -0.06 0.13
H 3.2088 0.3328 1.5739 0.16 0.04 -0.18
C 4.9363 2.4040 -1.2223 0.30 -0.12 0.11
H 4.8453 3.4317 -1.5999 0.22 -0.27 0.19
H 4.6985 1.7158 -2.0469 0.21 0.13 0.25
H 5.9471 2.2121 -0.8422 -0.08 0.07 -0.29
C 3.9787 3.2550 1.4815 0.26 0.04 0.13
H 5.0291 3.2320 1.7965 -0.23 0.11 0.15
H 3.3216 2.9367 2.3024 0.27 0.06 -0.14
H 3.6829 4.2695 1.1801 0.35 -0.23 0.18
P -1.7166 2.1676 2.5239 0.19 -1.86 1.10
C -2.0694 1.0116 3.8513 -0.46 0.17 0.56
H -2.6893 1.5221 4.6047 0.11 -0.24 -0.10
H -1.1386 0.6675 4.3236 -0.20 0.15 -0.13
H -2.6102 0.1328 3.4747 0.18 0.14 -0.03
C -1.5404 3.8360 3.1563 0.54 0.27 -0.20
H -2.3919 4.0557 3.8207 0.18 -0.19 -0.23
H -1.5234 4.5732 2.3402 -0.07 -0.20 0.27
H -0.6087 3.9217 3.7351 -0.29 -0.03 -0.06
C -2.9853 2.0625 1.2607 0.07 -0.08 -0.51
H -3.8632 2.6440 1.5886 0.34 -0.11 0.03
H -3.2931 1.0163 1.1139 0.20 0.26 0.09
H -2.6257 2.4705 0.3051 -0.20 -0.06 0.26
Pt 1.6687 3.4652 -1.0469 7.79 -8.91 6.05
C 0.7122 0.0919 -2.2151 0.37 1.86 0.02
O 1.0349 -0.0492 -1.0921 -0.49 -0.69 -1.18
C -0.1129 1.6389 1.8161 -0.32 1.70 -1.33
O 0.8590 1.0184 1.6208 -0.52 -0.10 0.82
C 0.7720 5.2365 -0.5410 -1.02 1.79 0.16
C -0.1991 4.2047 -0.6681 -2.21 1.11 -0.18
C -0.2259 3.3879 -1.8343 -1.98 0.58 -0.93
C 0.7459 3.5765 -2.8599 -1.32 0.58 -1.83
C 1.7018 4.6270 -2.7470 -0.19 1.22 -1.50
C 1.7121 5.4566 -1.5881 -0.15 1.80 -0.62
H 0.9160 5.7286 0.4170 -0.15 0.13 -0.19
H -0.8234 3.9432 0.1863 0.19 0.12 -0.32
H -0.8747 2.5191 -1.8651 0.06 0.11 0.03
H 0.8502 2.8328 -3.6508 -0.10 0.33 0.17
H 2.5334 4.6731 -3.4398 -0.12 0.16 -0.12
H 2.5490 6.1229 -1.4190 -0.09 0.18 -0.10
C 2.7643 -4.6955 -0.1090 -0.10 0.12 0.05
C 1.5186 -4.9290 -0.6966 0.09 0.15 0.01
C 0.4391 -4.0816 -0.4288 0.24 0.10 0.17
C 0.5874 -3.0036 0.4582 0.44 0.13 -0.18
C 1.8663 -2.7390 0.9969 -0.30 -0.27 -0.26
C 2.9376 -3.5889 0.7320 -0.07 -0.03 -0.09
P -0.7632 -1.8538 0.9383 0.04 -0.11 0.08
C -2.1688 -2.3409 -0.1003 -0.31 0.26 -0.19
C -2.7894 -1.3259 -0.8643 0.12 -0.78 0.25
C -3.9004 -1.6267 -1.6467 -0.08 -0.03 -0.15
C -4.3915 -2.9371 -1.6947 0.05 0.11 -0.05
C -3.7847 -3.9429 -0.9385 0.07 0.06 0.05
C -2.6901 -3.6433 -0.1239 -0.17 0.16 -0.28
C -1.2369 -2.4428 2.6039 -0.17 0.17 0.51
C -2.5766 -2.6928 2.9576 0.35 0.01 -0.05
C -2.8968 -3.0751 4.2608 0.06 0.10 0.13
C -1.9010 -3.1561 5.2381 0.00 0.04 -0.12
C -0.5771 -2.8441 4.9091 -0.08 0.01 0.00
C -0.2460 -2.4855 3.6054 -0.35 -0.01 -0.14
H 3.5996 -5.3694 -0.3056 -0.26 0.20 0.06
H 1.3754 -5.7793 -1.3657 0.09 0.22 0.22
H -0.5189 -4.2791 -0.9072 0.28 -0.01 0.17
H 2.0115 -1.8676 1.6387 -0.03 -0.24 -0.13
H 3.9085 -3.3878 1.1888 -0.25 -0.13 -0.16
H -2.3950 -0.3063 -0.8143 -0.07 -0.17 0.02
H -4.3931 -0.8346 -2.2156 0.01 -0.27 0.12
H -5.2548 -3.1678 -2.3214 0.25 0.06 0.22
H -4.1629 -4.9658 -0.9723 0.03 0.33 0.00
H -2.2371 -4.4274 0.4871 -0.18 0.26 -0.14
H -3.3669 -2.6084 2.2099 0.19 -0.12 0.22
H -3.9329 -3.3083 4.5110 0.31 0.06 -0.03
H -2.1545 -3.4557 6.2559 0.07 0.08 -0.31
H 0.2036 -2.8840 5.6704 -0.25 -0.04 -0.20
H 0.7872 -2.2428 3.3579 -0.23 -0.16 0.13
```
Positions in Å, forces in eV/Å.

Molecular weight ... 819.74 g mol⁻¹
Multiplicity ... 5
E ... -2995.96094 Eh
HOMO-LUMO gap (spin up / spin down) ... 0.1989 / 0.0861 Eh
Charge ... +4